[1]
121
Properties=species:S:1:pos:R:3:forces:R:3 method="wB97M-V/def2-TZVPD" total_energy_ha=-3980.65553 homo_ev=-8.435 de_lowest_ev=0.000 homo_lumo_gap_ha=0.24566 charge=0
N 4.2483 0.3106 4.2420 0.0 0.1 0.0
C 4.4441 -0.8345 3.7526 0.0 -0.1 0.0
N 5.2724 -1.8190 4.3902 0.0 0.4 -0.1
N 3.8477 -1.2287 2.5181 0.0 -0.3 -0.1
C 2.3854 -1.1235 2.4757 -0.2 0.2 -0.1
C 1.8854 -0.9953 1.0267 0.2 -0.3 0.2
C 1.3659 -2.3073 0.3978 0.0 0.2 -0.3
C -0.1238 -2.2717 0.0091 0.0 0.1 0.2
P -1.1904 -3.0595 1.2807 0.0 0.0 0.4
C -0.9254 -4.8737 0.9779 0.0 0.2 -0.2
C -0.0816 -5.5043 2.0863 0.1 0.0 -0.1
C -0.0059 -7.0311 2.0925 0.0 0.0 0.3
C -1.2841 -7.8306 2.0151 0.0 -0.4 0.1
O -1.3124 -8.9774 1.6685 -0.1 0.3 -0.2
O -2.4143 -7.1882 2.4727 0.3 0.5 -0.2
C -2.8408 -2.7629 0.5128 0.2 0.1 -0.3
C -3.3883 -1.3885 0.9275 0.1 0.0 0.2
C -4.7305 -1.3416 1.6245 -0.2 0.0 0.0
C -5.3194 -2.4382 2.2520 -0.1 0.2 0.0
C -6.5375 -2.3126 2.9166 0.1 0.1 0.0
C -7.1905 -1.0899 2.9665 0.1 0.1 -0.1
C -6.6193 0.0137 2.3381 0.2 -0.1 0.0
C -5.4022 -0.1174 1.6810 -0.1 -0.1 0.1
H 4.7675 0.3881 5.1148 0.0 0.0 0.0
H 5.8101 -2.2579 3.6488 0.0 -0.4 0.1
H 4.6564 -2.5347 4.7645 0.1 -0.1 0.0
H 4.2613 -0.7034 1.7588 0.0 0.1 0.0
H 1.9443 -2.0205 2.9212 0.0 0.0 0.1
H 2.0390 -0.2710 3.0670 0.1 0.1 0.0
H 1.1091 -0.2294 0.9933 0.0 0.0 -0.1
H 2.7230 -0.6411 0.4213 -0.1 0.2 0.0
H 1.9435 -2.5161 -0.5053 0.0 -0.1 0.1
H 1.5632 -3.1310 1.0895 0.0 0.0 -0.1
H -0.3158 -2.7066 -0.9753 0.0 -0.1 0.0
H -0.4621 -1.2322 -0.0384 0.0 0.0 -0.1
H -1.9249 -5.3069 0.9271 0.0 -0.1 0.1
H -0.4559 -5.0271 0.0006 0.0 -0.1 0.0
H -0.3977 -5.1359 3.0636 -0.2 0.0 -0.1
H 0.9437 -5.1474 1.9480 0.0 0.0 0.2
H 0.4471 -7.3491 3.0390 0.1 0.0 -0.1
H 0.6411 -7.4164 1.3048 0.0 0.0 0.0
H -3.0511 -7.1314 1.7509 -0.3 -0.4 0.2
H -3.4953 -3.5891 0.7848 -0.1 0.1 0.0
H -2.7173 -2.7804 -0.5726 -0.1 -0.1 0.0
H -2.6745 -0.9218 1.6202 0.0 0.0 0.0
H -3.4150 -0.7285 0.0587 0.0 0.0 0.0
H -4.8359 -3.4058 2.2456 0.0 0.0 0.0
H -6.9668 -3.1785 3.4069 0.0 0.0 0.0
H -8.1335 -0.9948 3.4910 0.0 0.0 0.0
H -7.0998 0.9841 2.3589 -0.1 0.0 0.0
H -4.9565 0.7483 1.2015 0.0 0.0 0.0
C -2.6748 1.1853 -5.0451 -0.1 0.1 -0.1
C -2.1536 0.1939 -4.3099 0.0 0.0 0.0
C -2.8253 -0.3237 -3.0588 -0.2 0.1 0.1
O -2.2623 -1.2374 -2.4780 0.0 0.0 0.0
C -4.0676 0.2823 -2.6318 0.0 -0.1 0.1
C -4.5895 1.2759 -3.3663 0.0 0.0 0.1
C -3.9252 1.7815 -4.6281 0.2 -0.1 -0.1
O -4.4985 2.6753 -5.2239 -0.1 0.0 0.0
O -5.7170 1.8980 -3.0704 0.0 0.0 0.0
O -1.0171 -0.4221 -4.5984 0.0 0.0 0.0
H -2.2001 1.5684 -5.9367 0.1 0.0 0.1
H -4.5432 -0.0890 -1.7347 0.0 0.0 0.0
H -5.8536 2.5624 -3.7750 0.0 0.0 0.0
H -0.8896 -1.0940 -3.9002 0.0 0.0 0.0
C -8.0979 5.2083 6.0652 0.0 0.0 0.1
C -7.8051 4.8965 4.7952 0.0 0.1 0.0
C -8.0977 3.5336 4.2106 -0.1 -0.2 0.1
O -7.8014 3.3669 3.0406 0.0 0.1 -0.1
C -8.6960 2.5252 5.0574 0.0 -0.1 -0.1
C -8.9864 2.8352 6.3289 0.0 -0.1 0.0
C -8.7126 4.2051 6.9090 0.1 0.2 -0.1
O -9.0318 4.3777 8.0706 0.0 -0.1 0.1
O -9.5332 1.9923 7.1883 0.0 0.0 0.0
O -7.2433 5.7345 3.9387 0.0 0.0 0.0
H -7.8942 6.1807 6.4903 0.0 0.0 0.0
H -8.8888 1.5490 4.6355 0.0 0.0 0.0
H -9.6328 2.4861 8.0266 0.0 0.0 0.0
H -7.1539 5.2432 3.0982 0.0 0.0 0.0
C 9.0787 -1.6419 2.7109 -0.1 -0.1 0.1
C 9.7960 -0.6423 2.1770 0.0 0.0 0.1
C 9.8142 -0.3682 0.6902 -0.1 -0.1 -0.2
O 10.4836 0.5782 0.3176 0.0 0.1 0.0
C 9.0452 -1.2276 -0.1832 0.1 0.1 -0.1
C 8.3269 -2.2269 0.3500 -0.1 0.0 -0.1
C 8.2930 -2.4883 1.8382 0.2 0.1 0.3
O 7.5961 -3.4095 2.2279 -0.1 0.0 -0.2
O 7.5826 -3.0546 -0.3638 0.0 0.0 0.0
O 10.5418 0.1900 2.8826 0.0 0.0 0.0
H 9.0558 -1.8419 3.7730 0.0 0.0 0.0
H 9.0679 -1.0298 -1.2457 0.0 0.0 0.0
H 7.1592 -3.6631 0.2731 0.0 0.0 0.0
H 10.9368 0.8131 2.2408 0.0 0.0 0.0
C 0.4877 4.7084 -7.8981 0.0 -0.1 0.1
C 0.7419 5.4484 -8.9868 0.0 0.0 0.1
C 0.0034 5.2458 -10.2908 -0.1 -0.1 -0.1
O 0.3070 5.9848 -11.2086 0.1 0.0 0.0
C -0.9991 4.2044 -10.3669 0.0 0.1 -0.1
C -1.2522 3.4636 -9.2791 0.0 0.0 0.0
C -0.5248 3.6788 -7.9705 0.2 0.1 0.1
O -0.8365 2.9585 -7.0374 -0.1 0.0 -0.1
O -2.1500 2.4916 -9.2488 0.0 0.0 0.0
O 1.6451 6.4127 -9.0297 0.0 0.0 0.0
H 1.0096 4.8479 -6.9623 0.0 0.0 0.0
H -1.5156 4.0585 -11.3047 0.0 0.0 0.0
H -2.1393 2.1324 -8.3419 0.0 0.0 0.0
H 1.6091 6.7784 -9.9362 0.0 0.0 0.0
C 5.4829 1.3258 -1.4487 0.0 -0.1 0.0
C 5.7664 2.4942 -2.0446 0.0 -0.1 0.0
C 6.4301 3.6372 -1.3068 0.1 0.0 0.2
O 6.6521 4.6423 -1.9558 0.0 0.0 -0.1
C 6.7457 3.4694 0.0946 0.1 0.1 0.0
C 6.4556 2.3052 0.6937 0.0 0.1 0.0
C 5.8207 1.1558 -0.0565 0.0 0.0 -0.1
O 5.6390 0.1244 0.5720 0.1 0.0 0.0
O 6.6969 2.0638 1.9709 0.1 0.0 0.0
O 5.5071 2.7585 -3.3116 0.0 0.0 0.0
H 5.0190 0.5004 -1.9700 0.0 0.0 0.0
H 7.2032 4.2959 0.6192 0.0 0.0 0.0
H 6.3538 1.1723 2.1730 0.0 0.0 0.0
H 5.8264 3.6703 -3.4686 0.0 0.0 0.0

[2]
14
Properties=species:S:1:pos:R:3:forces:R:3 method="wB97M-V/def2-TZVPD" total_energy_ha=-717.88397 homo_ev=-8.763 de_lowest_ev=5.223 homo_lumo_gap_ha=0.33733 charge=0
C 0.2914 1.7816 0.3866 0.3 1.7 1.2
C -0.4845 -0.6626 0.1345 3.9 2.2 1.5
H 0.1394 1.8054 1.8261 0.2 0.7 -4.5
H 1.5862 2.3399 0.0538 -4.7 -1.3 1.1
H -0.8120 2.1277 -0.3626 3.7 -0.6 2.8
H 2.3270 -0.5734 0.8160 0.9 -0.6 0.8
H -2.0801 -1.1801 0.7802 -1.4 0.8 -0.7
H -2.3015 -0.1475 -1.4537 -0.2 2.0 1.5
H -3.5131 0.5746 -0.5258 3.8 -0.1 0.6
N 0.5350 0.3842 0.1607 -3.2 -1.0 -1.4
N -1.7362 -0.2640 0.4498 -1.6 0.1 0.3
N -2.3635 0.5580 -0.6083 -3.1 -3.2 -1.7
O -0.1162 -1.8102 0.1858 -0.6 -0.6 -0.4
S 1.9809 -0.1204 -0.3601 2.0 -0.2 -1.1

[3]
54
Properties=species:S:1:pos:R:3:forces:R:3 method="wB97M-V/def2-TZVPD" total_energy_ha=-7804.39692 homo_ev=-1.843 de_lowest_ev=9.690 homo_lumo_gap_ha=0.13137 charge=-3
O 1.0575 -0.7582 -1.2977 0.5 -0.1 -0.8
V 1.9755 -1.7106 -2.1049 -0.3 -3.9 2.8
O 1.9351 -3.0726 -1.2035 0.3 3.7 -2.8
C -2.0335 5.5445 3.8149 0.4 -0.6 0.2
C -1.1686 4.2966 3.8461 -0.3 -0.8 -2.7
C -2.0724 3.1237 3.4164 -1.6 -0.1 -0.4
O -2.5348 3.2522 2.0388 2.7 0.4 0.8
C -3.4034 2.2470 1.6043 -1.2 0.1 -1.5
N -0.0231 4.3520 2.7693 -1.3 -0.2 1.6
H 0.4961 3.4858 2.7797 0.6 -0.3 0.0
H -0.4417 4.4247 1.8531 -0.2 0.3 -0.6
H 0.5408 5.1445 3.0416 0.6 0.1 -0.6
H -2.7165 5.5420 2.9654 0.1 -0.3 0.0
H -1.5270 6.5089 3.7740 0.1 -0.1 0.8
H -2.5771 5.2580 4.7151 -0.5 1.4 0.2
H -0.6751 4.0220 4.7784 -0.1 0.5 0.0
H -3.0550 3.1756 3.8854 0.3 0.1 1.2
H -1.6193 2.1919 3.7548 0.1 -0.4 -0.9
H -4.3118 2.2627 2.2065 0.2 -0.8 0.5
H -2.9720 1.2932 1.3006 0.3 -0.3 1.1
H -3.7987 2.5422 0.6323 0.2 0.6 -0.1
C -1.5175 -7.1562 2.3817 0.3 -1.5 1.4
F -0.2721 -7.0344 2.8018 2.1 -0.4 -0.5
F -2.1561 -6.5129 3.3433 -1.9 0.6 0.7
F -1.6709 -6.5063 1.2696 -0.3 0.5 -1.4
S -2.0422 -9.0021 2.3156 -0.6 -2.7 0.3
O -1.0716 -9.7992 3.1448 -1.2 2.1 -1.7
O -3.3752 -8.9824 2.9579 1.2 0.5 -0.8
O -2.0597 -9.3505 0.8702 0.3 0.9 2.2
C 6.0951 -1.5622 3.3006 3.2 1.0 -0.5
F 5.0206 -2.2005 3.5846 -1.5 -1.1 0.0
F 6.5779 -1.0655 4.4916 -0.4 0.1 -1.0
F 7.0969 -2.4298 2.8718 -1.5 0.7 0.4
S 5.8742 -0.1966 1.9726 0.2 3.7 -2.7
O 5.4697 -0.7586 0.6557 -0.2 -0.5 2.7
O 4.8862 0.7672 2.5568 0.9 -2.3 -0.1
O 7.1969 0.4475 1.8174 -1.0 -1.4 1.3
C 1.7273 4.2689 -5.6175 3.4 -0.7 2.1
F 2.1944 4.0566 -6.8515 -1.2 0.4 -0.4
F 1.5657 5.5680 -5.3663 -0.3 0.8 -0.7
F 0.5914 3.6735 -5.3670 -1.0 -0.5 -0.6
S 3.1253 3.6210 -4.4655 1.0 -2.8 -0.3
O 2.8502 2.1601 -4.4138 -0.4 1.9 0.2
O 4.4003 3.8799 -5.1116 -0.6 0.6 -0.6
O 2.9843 4.3629 -3.2391 -1.0 0.4 0.7
C -4.4540 -2.0269 -5.1696 1.6 -0.2 -0.8
F -5.4983 -2.7505 -5.5485 -0.4 -0.4 -0.4
F -4.4739 -0.8836 -5.8952 -0.2 0.0 0.5
F -4.6675 -1.7331 -3.8799 0.4 0.3 0.1
S -2.7601 -2.9309 -5.5690 1.2 -2.0 -1.8
O -2.5940 -2.8358 -7.0510 -1.5 -0.2 2.2
O -1.6927 -2.1675 -4.9401 -1.0 0.1 0.9
O -2.9761 -4.3102 -5.0426 -0.1 2.6 -0.7
Br 4.5507 -3.7354 -5.3784 -0.3 0.3 0.5

[4]
13
Properties=species:S:1:pos:R:3:forces:R:3 method="wB97M-V/def2-TZVPD" smiles="CNC(=O)O.O" total_energy_ha=-360.89621 homo_ev=-9.800 de_lowest_ev=0.475 homo_lumo_gap_ha=0.38891 charge=0
C 0.3895 2.1223 0.0476 -0.3 0.0 -2.7
N 0.7052 1.0089 0.9111 -0.6 0.2 -0.3
C 0.1024 -0.1807 0.6112 -0.4 -1.0 0.1
O -0.9489 -0.0614 -0.2563 0.3 0.9 0.6
O 0.4198 -1.2710 1.0516 0.1 0.4 0.4
H -0.6807 2.3241 0.0925 -0.1 -0.2 -0.1
H 0.8133 3.1250 0.2678 0.5 -1.1 0.1
H 0.6112 1.7322 -1.0621 -0.4 1.6 2.2
H 1.5345 1.0454 1.4800 -0.1 -0.5 -0.1
H -1.4601 -0.8882 -0.3075 0.7 0.0 0.0
H -0.4433 -2.7920 -0.1701 0.8 -0.3 1.0
H -0.3462 -3.4397 -1.5896 0.3 -0.6 0.0
O -0.6966 -2.7249 -1.0764 -1.1 0.7 -1.0